Run P
{
  "formula": "C5H12NO",
  "method": "ωB97M-V/def2-TZVPD",
  "molar_mass_g_mol": 102.157,
  "charge": -1,
  "e_lumo_ev": 4.023,
  "species": ["C", "C", "C", "C", "H", "H", "H", "H", "H", "H", "H", "H", "N", "C", "O", "H", "H", "H", "H"],
  "positions_angstrom": [[1.47270, 0.13580, 0.79469], [1.07622, -1.10591, 0.51048], [1.84851, -2.13338, -0.23966], [0.47883, 1.14043, 1.36051], [2.48668, 0.49894, 0.64330], [0.06509, -1.38485, 0.79149], [1.63144, -3.12159, 0.19251], [1.52819, -2.22911, -1.28787], [2.92738, -1.95578, -0.22280], [-0.45822, 0.61056, 1.54550], [0.19985, 1.86056, 0.58389], [0.84856, 1.67102, 2.24260], [-2.38247, 1.71492, -1.21798], [-1.63856, 0.41050, -1.02098], [-1.83104, -0.18463, 0.15113], [-3.34783, 1.45405, -1.39125], [-2.36161, 2.13285, -0.28968], [-1.97724, -0.16796, -1.92858], [-0.56648, 0.65357, -1.21730]]
}

Run Q
{
  "formula": "C5H12NO",
  "method": "ωB97M-V/def2-TZVPD",
  "smiles": "CCNCCC[O-]",
  "molar_mass_g_mol": 102.157,
  "charge": -1,
  "e_lumo_ev": 3.778,
  "species": ["C", "N", "C", "C", "C", "O", "C", "H", "H", "H", "H", "H", "H", "H", "H", "H", "H", "H", "H"],
  "positions_angstrom": [[0.32553, 0.61222, 1.25513], [0.26642, 0.97598, -0.16696], [1.06088, 0.07380, -1.02912], [0.45552, -1.31031, -1.33522], [-1.14166, -1.46988, -1.24258], [-1.58214, -2.50687, -1.93268], [-0.23714, 1.74522, 2.11559], [-0.33097, -0.23988, 1.44693], [1.36555, 0.40766, 1.53085], [-0.70317, 0.85420, -0.41665], [1.22890, 0.62286, -1.95101], [2.01810, -0.09460, -0.54950], [0.56020, -1.55720, -2.38341], [0.83814, -2.10780, -0.69005], [-1.36762, -1.51087, -0.13573], [-1.54370, -0.46352, -1.55863], [0.41149, 2.62545, 2.21225], [-1.20693, 2.00273, 1.71709], [-0.41739, 1.34082, 3.11371]]
}

Relative to the most stable one, in kcal/mol, the structures come out at run P 0.0; run Q 2.3.

Run P
{
  "formula": "C8H14N2O3S",
  "method": "ωB97M-V/def2-TZVPD",
  "molar_mass_g_mol": 218.278,
  "e_lumo_ev": [-0.927, -0.926],
  "species": ["C", "C", "C", "C", "C", "C", "C", "C", "N", "N", "O", "O", "O", "S", "H", "H", "H", "H", "H", "H", "H", "H", "H", "H", "H", "H", "H", "H"],
  "positions_angstrom": [[0.90264, 1.81552, -0.21206], [1.03973, 1.28700, -1.52874], [1.16946, 1.07095, 0.87543], [1.29454, -0.03768, -1.70252], [1.76535, -0.29853, 0.76679], [1.46213, -0.88877, -0.58567], [-2.71308, 0.63409, -0.67120], [-2.00674, 0.62452, 1.66246], [1.71808, -2.21730, -0.74488], [-2.18015, -0.10008, 0.43987], [-0.63927, -1.93740, 1.23641], [-1.31203, -1.86344, -1.12753], [3.16740, -0.18005, 0.99544], [-0.86653, -1.12583, 0.04493], [0.56421, 2.83615, -0.10186], [0.89323, 1.93617, -2.37703], [1.12024, 1.48607, 1.86927], [1.31849, -0.47651, -2.68892], [1.33380, -0.96097, 1.53694], [-3.76411, 0.86130, -0.48185], [-2.17743, 1.57406, -0.85231], [-2.64082, -0.00740, -1.54686], [-1.44690, -0.01535, 2.33870], [-1.46958, 1.57098, 1.51747], [-2.98216, 0.83803, 2.09895], [1.51567, -2.78356, 0.07132], [1.34992, -2.62110, -1.59896], [3.58390, -1.02085, 0.76639]]
}

Run Q
{
  "formula": "C8H14N2O3S",
  "method": "ωB97M-V/def2-TZVPD",
  "smiles": "O=S(=O)(O)c1cccnc1.CCCN",
  "molar_mass_g_mol": 218.278,
  "e_lumo_ev": 0.072,
  "species": ["C", "C", "C", "C", "C", "C", "C", "C", "N", "N", "O", "O", "O", "S", "H", "H", "H", "H", "H", "H", "H", "H", "H", "H", "H", "H", "H", "H"],
  "positions_angstrom": [[2.11769, 2.55220, -1.14883], [2.39183, 1.19148, -1.23364], [2.17528, 3.17786, 0.06491], [2.97262, 1.28178, 1.01878], [2.56121, 0.53511, -0.04125], [-2.23844, -2.18322, -0.39162], [-0.86704, -1.72919, 0.21580], [-0.71775, -0.24104, 0.24039], [2.72600, 2.58039, 1.10623], [0.50335, 0.27477, 0.85168], [4.39058, -1.27858, 0.47858], [1.97776, -2.04632, 0.78910], [2.81768, -1.71946, -1.52168], [2.80806, -1.34395, -0.13142], [1.92044, 3.20576, -2.00929], [2.50586, 0.82358, -2.27717], [1.95673, 4.24839, 0.29084], [3.42805, 0.91491, 1.96611], [4.99626, -2.08274, -0.17776], [-3.02240, -1.63125, 0.12470], [-2.20717, -2.00535, -1.41633], [-2.34826, -3.33096, -0.13951], [-0.16143, -2.08002, -0.42972], [-0.72468, -2.17010, 1.18792], [-0.74040, 0.22544, -0.76976], [-1.64272, 0.07100, 0.74200], [0.99783, -0.28159, 1.55577], [0.40489, 1.22085, 1.25543]]
}

Relative to the most stable one, in kcal/mol, the structures come out at run P 0.0; run Q 26.8.